1.
{"formula": "C32H32GeNO3S4Tm", "method": "wB97M-V/def2-TZVPD", "elements": ["Tm", "C", "C", "S", "C", "C", "S", "C", "C", "S", "H", "H", "H", "H", "H", "H", "H", "H", "H", "H", "H", "H", "O", "C", "N", "S", "O", "O", "C", "C", "C", "C", "C", "C", "H", "H", "H", "H", "C", "Ge", "C", "C", "C", "C", "C", "C", "C", "C", "C", "C", "C", "C", "C", "C", "C", "C", "C", "C", "H", "H", "H", "H", "H", "H", "H", "H", "H", "H", "H", "H", "H", "H", "H", "H"], "coordinates": [[0.44, 0.80, 0.08], [4.61, 2.87, -0.20], [3.78, 3.98, 0.47], [1.99, 3.87, 0.17], [1.36, 4.30, 1.79], [1.75, 3.37, 2.95], [1.85, 1.59, 2.60], [3.66, 1.35, 2.62], [4.24, 0.60, 1.44], [3.89, 1.22, -0.21], [5.59, 2.87, 0.27], [4.77, 3.12, -1.25], [4.13, 4.94, 0.10], [3.94, 3.98, 1.54], [0.28, 4.30, 1.67], [1.65, 5.32, 2.05], [1.02, 3.51, 3.75], [2.71, 3.67, 3.37], [3.92, 0.80, 3.53], [4.12, 2.33, 2.72], [3.81, -0.41, 1.42], [5.32, 0.52, 1.58], [-0.77, 2.20, 1.63], [-1.51, 2.50, 0.68], [-0.99, 2.67, -0.56], [-2.03, 1.97, -1.60], [-1.58, 0.58, -1.53], [-2.20, 2.60, -2.87], [-3.45, 2.13, -0.58], [-4.78, 1.91, -0.88], [-5.68, 2.03, 0.17], [-5.25, 2.33, 1.46], [-3.90, 2.52, 1.75], [-3.01, 2.43, 0.70], [-5.10, 1.66, -1.88], [-6.74, 1.88, -0.01], [-5.98, 2.41, 2.26], [-3.57, 2.72, 2.76], [1.82, -0.91, 0.29], [0.63, -2.12, -0.48], [-1.05, -1.60, 0.52], [-0.91, -1.17, 1.85], [-2.03, -0.90, 2.65], [-3.30, -1.07, 2.14], [-3.46, -1.52, 0.83], [-2.36, -1.77, 0.04], [0.32, -1.61, -2.39], [-0.46, -2.34, -3.28], [-0.69, -1.91, -4.58], [-0.13, -0.72, -5.02], [0.66, 0.03, -4.17], [0.88, -0.42, -2.87], [0.63, -4.09, -0.52], [-0.16, -4.87, 0.31], [-0.10, -6.26, 0.25], [0.76, -6.88, -0.64], [1.56, -6.11, -1.47], [1.49, -4.73, -1.41], [2.81, -1.20, -0.08], [0.10, -1.08, 2.24], [-1.88, -0.55, 3.67], [-4.17, -0.88, 2.75], [-4.46, -1.67, 0.43], [-2.50, -2.09, -0.99], [-0.90, -3.28, -2.96], [-1.31, -2.50, -5.24], [-0.31, -0.38, -6.04], [1.10, 0.95, -4.50], [1.55, 0.19, -2.24], [-0.84, -4.40, 1.01], [-0.73, -6.85, 0.90], [0.80, -7.96, -0.69], [2.23, -6.59, -2.18], [2.11, -4.15, -2.08]], "spin_multiplicity": 3, "s2": 2.003, "homo_ev": [-5.71, -5.71]}

=====

2.
{"formula": "C32H32InN2PS4Te", "method": "wB97M-V/def2-TZVPD", "elements": ["In", "C", "C", "C", "C", "C", "C", "C", "C", "C", "H", "H", "H", "H", "H", "H", "H", "H", "H", "H", "H", "H", "N", "P", "C", "C", "C", "C", "C", "C", "C", "C", "C", "C", "C", "C", "C", "C", "C", "C", "C", "N", "H", "H", "H", "H", "H", "H", "H", "H", "H", "H", "H", "H", "H", "H", "H", "S", "S", "S", "S", "Te", "C", "C", "C", "C", "C", "C", "H", "H", "H", "H", "H"], "coordinates": [[1.38, -1.03, 1.63], [0.42, 3.10, 2.58], [0.83, 1.91, 3.40], [-0.11, 1.15, 4.07], [0.25, 0.04, 4.83], [-0.79, -0.78, 5.54], [1.60, -0.29, 4.92], [2.58, 0.47, 4.28], [4.03, 0.12, 4.42], [2.18, 1.56, 3.51], [0.40, 4.00, 3.19], [-0.58, 2.96, 2.16], [1.11, 3.27, 1.75], [-1.16, 1.41, 3.98], [-1.06, -0.33, 6.49], [-0.43, -1.79, 5.73], [-1.70, -0.85, 4.94], [1.90, -1.17, 5.48], [4.43, 0.50, 5.36], [4.62, 0.55, 3.60], [4.18, -0.96, 4.40], [2.92, 2.14, 2.98], [0.71, 1.81, -1.25], [-0.37, 0.54, -0.82], [-1.14, 0.22, -2.44], [-2.52, 0.11, -2.61], [-3.05, -0.30, -3.82], [-2.21, -0.61, -4.88], [-0.83, -0.50, -4.72], [-0.30, -0.09, -3.51], [-1.70, 1.42, 0.06], [-2.08, 2.73, -0.19], [-3.10, 3.33, 0.54], [-3.75, 2.60, 1.53], [-3.39, 1.29, 1.79], [-2.36, 0.70, 1.06], [2.07, 1.82, -0.98], [2.86, 2.84, -1.54], [4.21, 2.85, -1.28], [4.76, 1.85, -0.48], [3.90, 0.89, 0.02], [2.58, 0.87, -0.20], [0.41, 2.50, -1.92], [-3.19, 0.35, -1.79], [-4.12, -0.38, -3.94], [-2.62, -0.94, -5.83], [-0.17, -0.74, -5.54], [0.77, -0.03, -3.39], [-1.58, 3.31, -0.96], [-3.38, 4.35, 0.34], [-4.54, 3.07, 2.10], [-3.89, 0.73, 2.56], [-2.05, -0.31, 1.27], [2.40, 3.60, -2.16], [4.83, 3.63, -1.70], [5.81, 1.81, -0.27], [4.28, 0.08, 0.63], [3.76, -2.28, 1.74], [2.69, -3.95, 1.23], [2.61, -4.02, -0.82], [1.31, -2.49, -1.30], [-0.86, -3.28, -0.71], [-1.55, -3.73, -2.65], [-0.70, -4.13, -3.68], [-1.22, -4.46, -4.92], [-2.59, -4.41, -5.14], [-3.44, -4.02, -4.11], [-2.92, -3.67, -2.88], [0.37, -4.18, -3.51], [-0.55, -4.76, -5.71], [-2.99, -4.68, -6.11], [-4.51, -3.98, -4.28], [-3.59, -3.34, -2.09]], "spin_multiplicity": 1, "homo_ev": -6.94, "de_lowest_kcal_mol": 0.00}